# 1
2 unconnected molecules or ions with the total composition C5H15NO. Source: the OMol25 dataset; level of theory: ωB97M-V/def2-TZVPD.

The calculation puts the HOMO energy at -0.293 Eh. The calculation puts the total energy at -329.400395 hartree. For the HOMO-LUMO gap, the calculation gives 8.69 eV. Its relative energy (zero: lowest compared OMol25 entry of this formula, charge and spin) is 281.5 kJ/mol. As for the structure (SMILES): CNCC(C)C.O. As for the molar mass: 105.2 u.

Bonds (Å) are listed after each position.
CARTESIAN COORDINATES (ANGSTROEM)
1 C 1.33843 2.38804 0.89742  N2 1.398, H7 1.160, H8 1.112, H9 1.125
2 N 1.41549 1.36626 -0.05290  C1 1.398, C3 1.455, H10 0.996
3 C 0.62877 0.15692 -0.24102  N2 1.455, C4 1.594, H11 1.181, H12 1.137
4 C 0.60773 -0.80135 -1.51432  C3 1.594, C5 1.497, C6 1.619, H13 1.085
5 C 0.01316 -0.08482 -2.68702  C4 1.497, H14 1.061, H15 1.036, H16 1.157
6 C -0.31381 -2.04657 -1.04309  C4 1.619, H17 1.191, H18 1.040, H19 1.118
7 H 2.09070 3.19039 0.52783  C1 1.160
8 H 0.35215 2.89537 0.82310  C1 1.112
9 H 1.32208 2.04383 1.96820  C1 1.125
10 H 1.98758 1.75580 -0.76925  N2 0.996
11 H 0.91867 -0.59278 0.62483  C3 1.181
12 H -0.48373 0.38903 -0.21381  C3 1.137
13 H 1.62372 -1.17227 -1.60101  C4 1.085
14 H -0.52033 -0.78389 -3.27980  C5 1.061
15 H -0.67943 0.66789 -2.52301  C5 1.036
16 H 0.89079 0.36368 -3.29332  C5 1.157
17 H -0.26801 -2.47550 0.06712  C6 1.191
18 H -1.28003 -1.72534 -1.25379  C6 1.040
19 H -0.34776 -2.81950 -1.85054  C6 1.118
20 O -2.82344 -1.03087 5.41722  H21 0.982, H22 0.946
21 H -2.71333 -0.74650 4.48362  O20 0.982
22 H -3.75942 -0.93781 5.51353  O20 0.946

***

# 2
2 unconnected molecules or ions with the total composition C5H15NO. Source: the OMol25 dataset; level of theory: ωB97M-V/def2-TZVPD.

The calculation puts the HOMO energy at -0.314 Eh. The calculation puts the total energy at -329.437353 hartree. For the HOMO-LUMO gap, the calculation gives 9.35 eV. Its relative energy (zero: lowest compared OMol25 entry of this formula, charge and spin) is 184.4 kJ/mol. As for the structure (SMILES): CNCC(C)C.O. As for the molar mass: 105.2 u.

Bonds (Å) are listed after each position.
CARTESIAN COORDINATES (ANGSTROEM)
1 C 0.72703 -1.48887 -1.97619  N2 1.478, H7 1.170, H8 1.118, H9 1.057
2 N 0.14708 -1.28259 -0.63228  C1 1.478, C3 1.497, H10 1.015
3 C -0.10726 0.12440 -0.18999  N2 1.497, C4 1.546, H11 1.136, H12 1.115
4 C 0.07712 0.19158 1.34319  C3 1.546, C5 1.549, C6 1.515, H13 1.068
5 C -0.69075 -0.98854 1.98849  C4 1.549, H14 1.148, H15 1.164, H16 1.103
6 C -0.39532 1.50476 1.93346  C4 1.515, H17 1.089, H18 1.092, H19 1.069
7 H -0.08197 -1.99929 -2.64924  C1 1.170
8 H 0.91179 -0.51678 -2.49665  C1 1.118
9 H 1.48300 -2.22715 -2.01006  C1 1.057
10 H 0.70670 -1.83062 0.01316  N2 1.015
11 H 0.49615 0.86985 -0.79927  C3 1.136
12 H -1.18843 0.30109 -0.39540  C3 1.115
13 H 1.10945 0.01206 1.55029  C4 1.068
14 H -0.22353 -1.00097 3.03752  C5 1.148
15 H -1.78971 -0.62049 2.09633  C5 1.164
16 H -0.70510 -1.99408 1.53438  C5 1.103
17 H 0.33520 2.31257 1.93899  C6 1.089
18 H -1.24989 1.89470 1.37655  C6 1.092
19 H -0.58288 1.29458 2.96440  C6 1.069
20 O 0.29067 2.18913 -2.91823  H21 1.048, H22 0.990
21 H 1.20715 1.69032 -2.81796  O20 1.048
22 H -0.47652 1.56436 -2.89148  O20 0.990

***

# 3
2 unconnected molecules or ions with the total composition C5H15NO. Source: the OMol25 dataset; level of theory: ωB97M-V/def2-TZVPD.

The calculation puts the HOMO energy at -0.307 Eh. The calculation puts the total energy at -329.451147 hartree. For the HOMO-LUMO gap, the calculation gives 9.18 eV. Its relative energy (zero: lowest compared OMol25 entry of this formula, charge and spin) is 148.2 kJ/mol. As for the structure (SMILES): CCN(C)CC.O. As for the molar mass: 105.2 u.

Bonds (Å) are listed after each position.
CARTESIAN COORDINATES (ANGSTROEM)
1 C 2.19779 0.46783 -0.72574  C2 1.514, H7 1.097, H8 1.088, H9 1.090
2 C 1.37744 1.00088 0.42918  C1 1.514, N3 1.458, H10 1.098, H11 1.087
3 N -0.04759 0.69590 0.38415  C2 1.458, C4 1.470, C5 1.477
4 C -0.70045 1.21326 -0.82711  N3 1.470, H12 1.085, H13 1.081, H14 1.111
5 C -0.34087 -0.70191 0.76167  N3 1.477, C6 1.504, H15 1.087, H16 1.085
6 C -0.76340 -0.69498 2.20537  C5 1.504, H17 1.088, H18 1.083, H19 1.091
7 H 2.14021 0.99599 -1.68580  C1 1.097
8 H 3.25597 0.35534 -0.50149  C1 1.088
9 H 1.87514 -0.55607 -0.91609  C1 1.090
10 H 1.50466 2.07191 0.63430  C2 1.098
11 H 1.78836 0.55337 1.33105  C2 1.087
12 H -0.94774 0.53377 -1.63554  C4 1.085
13 H -0.17733 2.10069 -1.15410  C4 1.081
14 H -1.59217 1.74935 -0.43765  C4 1.111
15 H 0.52207 -1.31500 0.51459  C5 1.087
16 H -1.17003 -0.95358 0.10887  C5 1.085
17 H -0.76638 -1.64747 2.73050  C6 1.088
18 H -1.71687 -0.20430 2.35782  C6 1.083
19 H -0.07105 -0.11396 2.81591  C6 1.091
20 O -2.52511 -1.95250 -2.21337  H21 0.966, H22 0.977
21 H -2.14868 -1.41554 -1.50401  O20 0.966
22 H -1.69396 -2.18297 -2.67253  O20 0.977

***

# 4
2 unconnected molecules or ions with the total composition C5H15NO. Source: the OMol25 dataset; level of theory: ωB97M-V/def2-TZVPD.

The calculation puts the HOMO energy at -0.320 Eh. The calculation puts the total energy at -329.472899 hartree. For the HOMO-LUMO gap, the calculation gives 9.55 eV. Its relative energy (zero: lowest compared OMol25 entry of this formula, charge and spin) is 91.1 kJ/mol. As for the structure (SMILES): CNCC(C)C.O. As for the molar mass: 105.2 u.

Bonds (Å) are listed after each position.
CARTESIAN COORDINATES (ANGSTROEM)
1 C -1.79305 -0.23808 0.88034  N2 1.464, H7 1.088, H8 1.093, H9 1.095
2 N -0.75568 -1.19729 0.49745  C1 1.464, C3 1.462, H10 1.010
3 C -0.28923 -1.12885 -0.88659  N2 1.462, C4 1.517, H11 1.096, H12 1.100
4 C 1.22311 -1.10467 -0.99743  C3 1.517, C5 1.527, C6 1.550, H13 1.095
5 C 1.85447 0.03386 -0.20015  C4 1.527, H14 1.083, H15 1.097, H16 1.089
6 C 1.64300 -1.01477 -2.48673  C4 1.550, H17 1.085, H18 1.087, H19 1.098
7 H -1.76807 0.60949 0.19823  C1 1.088
8 H -2.79176 -0.68249 0.87334  C1 1.093
9 H -1.56007 0.19929 1.85658  C1 1.095
10 H -1.07301 -2.14540 0.64198  N2 1.010
11 H -0.65616 -1.96535 -1.49293  C3 1.096
12 H -0.71730 -0.25399 -1.39699  C3 1.100
13 H 1.61943 -2.05156 -0.61560  C4 1.095
14 H 2.92718 0.03801 -0.34767  C5 1.083
15 H 1.37046 0.98103 -0.46650  C5 1.097
16 H 1.64712 -0.12576 0.85712  C5 1.089
17 H 2.63616 -1.41150 -2.67026  C6 1.085
18 H 0.90295 -1.48676 -3.12811  C6 1.087
19 H 1.62804 0.04862 -2.76146  C6 1.098
20 O -2.18476 4.52462 3.60738  H21 0.969, H22 0.962
21 H -1.23912 4.39204 3.77015  O20 0.969
22 H -2.62371 3.97948 4.26786  O20 0.962

***

# 5
2 unconnected molecules or ions with the total composition C5H15NO. Source: the OMol25 dataset; level of theory: ωB97M-V/def2-TZVPD.

The calculation puts the HOMO energy at -0.335 Eh. The calculation puts the total energy at -329.459371 hartree. For the HOMO-LUMO gap, the calculation gives 10.17 eV. Its relative energy (zero: lowest compared OMol25 entry of this formula, charge and spin) is 126.6 kJ/mol. As for the structure (SMILES): CNCO.CCC. As for the molar mass: 105.2 u.

Bonds (Å) are listed after each position.
CARTESIAN COORDINATES (ANGSTROEM)
1 C 2.48853 1.28066 -2.66674  N2 1.458, H5 1.090, H6 1.138, H7 1.106
2 N 1.89290 0.01619 -2.25229  C1 1.458, C3 1.474, H8 1.032
3 C 1.84979 -0.09903 -0.78332  N2 1.474, O4 1.426, H9 1.125, H10 1.108
4 O 1.30670 -1.33276 -0.31767  C3 1.426, H11 0.941
5 H 1.88050 2.12712 -2.34728  C1 1.090
6 H 2.62434 1.30374 -3.79632  C1 1.138
7 H 3.50651 1.44200 -2.26568  C1 1.106
8 H 2.41907 -0.79527 -2.61151  N2 1.032
9 H 2.88951 0.00988 -0.36744  C3 1.125
10 H 1.24180 0.71934 -0.34879  C3 1.108
11 H 0.42216 -1.46575 -0.60995  O4 0.941
12 C -1.73022 0.86195 1.21383  C13 1.552, H15 1.096, H16 1.073, H17 1.121
13 C -2.28738 -0.58235 1.10583  C12 1.552, C14 1.525, H18 1.108, H19 1.093
14 C -2.23249 -1.19136 2.50296  C13 1.525, H20 1.075, H21 1.093, H22 1.060
15 H -2.24116 1.40515 2.01692  C12 1.096
16 H -1.80938 1.44103 0.31342  C12 1.073
17 H -0.65711 0.81895 1.53601  C12 1.121
18 H -1.72376 -1.21046 0.38855  C13 1.108
19 H -3.33653 -0.62934 0.80161  C13 1.093
20 H -2.65508 -2.18034 2.50099  C14 1.075
21 H -1.21125 -1.44656 2.79702  C14 1.093
22 H -2.63745 -0.49278 3.18984  C14 1.060

***

# 6
2 unconnected molecules or ions with the total composition C5H15NO. Source: the OMol25 dataset; level of theory: ωB97M-V/def2-TZVPD.

The calculation puts the HOMO energy at -0.340 Eh. The calculation puts the total energy at -329.482223 hartree. For the HOMO-LUMO gap, the calculation gives 10.24 eV. Its relative energy (zero: lowest compared OMol25 entry of this formula, charge and spin) is 66.6 kJ/mol. As for the structure (SMILES): CCC[C@@H](C)N.O. As for the molar mass: 105.2 u.

Bonds (Å) are listed after each position.
CARTESIAN COORDINATES (ANGSTROEM)
1 C 2.50214 0.02017 -1.81636  C2 1.536, H7 1.093, H8 1.090, H9 1.091
2 C 1.14401 0.08982 -1.10153  C1 1.536, C3 1.532, H10 1.094, H11 1.093
3 C 0.97860 -1.03237 -0.07187  C2 1.532, C4 1.541, H12 1.094, H13 1.093
4 C -0.41448 -0.99826 0.58638  C3 1.541, C5 1.515, N6 1.487, H14 1.088
5 C -1.47022 -1.54052 -0.35483  C4 1.515, H15 1.096, H16 1.092, H17 1.087
6 N -0.35952 -1.80675 1.83274  C4 1.487, H18 1.009, H19 1.023
7 H 3.23511 -0.51239 -1.20461  C1 1.093
8 H 2.96800 0.99100 -1.98246  C1 1.090
9 H 2.39667 -0.51566 -2.76095  C1 1.091
10 H 0.98575 1.06829 -0.63865  C2 1.094
11 H 0.34033 -0.04530 -1.83043  C2 1.093
12 H 0.97886 -1.95404 -0.66145  C3 1.094
13 H 1.77370 -1.08736 0.67536  C3 1.093
14 H -0.58350 0.01316 0.94848  C4 1.088
15 H -1.15052 -2.47098 -0.83789  C5 1.096
16 H -1.76004 -0.89820 -1.18890  C5 1.092
17 H -2.37273 -1.76246 0.20855  C5 1.087
18 H -1.20986 -2.34463 1.90676  N6 1.009
19 H 0.38211 -2.51121 1.80598  N6 1.023
20 O -3.00522 5.73660 1.81704  H21 0.960, H22 0.970
21 H -2.31425 6.36318 2.04611  O20 0.960
22 H -3.04493 5.19790 2.62253  O20 0.970